ORCA calculation (the ωB97M-V functional and the def2-TZVPD basis) on C24H52F6N3O26S4 as an isolated structure.

Each line ends with the Löwdin charge.
Atoms and positions in Å:
N1 0.59 -1.31 -3.45  0.24
H1 0.10 -0.75 -2.77  0.06
H2 1.50 -1.43 -3.03  0.14
H3 0.65 -0.92 -4.38  0.14
H4 0.16 -2.21 -3.59  0.14
N2 0.16 -3.34 -0.20  0.26
H5 0.83 -3.04 0.49  0.11
H6 0.62 -3.58 -1.07  0.13
H7 -0.36 -2.51 -0.43  -0.11
H8 -0.46 -4.06 0.17  -0.02
N3 1.96 -0.99 -0.21  0.25
H9 1.00 -1.09 -0.51  0.03
H10 2.59 -0.88 -0.99  0.13
H11 2.17 -1.79 0.37  0.15
H12 1.91 -0.11 0.29  0.02
C1 -1.24 -6.05 0.99  -0.41
O1 -1.42 -4.61 0.95  -0.19
O2 0.03 -6.21 0.46  -0.25
C2 -1.44 -6.56 2.49  -0.62
F1 -1.95 -7.76 2.55  0.16
F2 -0.33 -6.58 3.15  0.16
F3 -2.31 -5.88 3.28  0.11
C3 -2.76 -3.94 0.80  -0.08
C4 -2.59 -2.43 0.45  -0.10
H13 -1.76 -1.89 0.90  -0.02
H14 -2.42 -2.26 -0.62  0.10
H15 -3.27 -1.75 0.95  -0.11
H16 -3.28 -4.00 1.75  0.11
H17 -3.40 -4.48 0.10  0.11
H18 -1.97 -6.42 0.27  0.13
C5 -0.77 -0.38 -0.82  -0.27
O3 0.25 0.51 -1.14  -0.12
O4 -0.25 -1.60 -1.19  -0.23
C6 -1.35 0.11 0.57  -0.34
F4 -2.08 -0.89 1.08  0.08
F5 -0.48 0.43 1.55  -0.05
F6 -2.28 1.08 0.60  0.07
C7 0.06 1.80 -1.62  -0.18
C8 1.41 2.44 -1.70  -0.17
H19 2.09 1.80 -2.27  0.12
H20 1.49 3.48 -2.02  0.07
H21 1.89 2.57 -0.73  0.06
H22 -0.56 2.47 -1.03  0.15
H23 -0.36 1.91 -2.62  0.12
H24 -1.48 -0.21 -1.63  0.15
C9 -5.32 2.08 -0.10  0.04
C10 -4.37 0.85 -0.18  -0.30
C11 -4.23 0.13 1.15  -0.11
O5 -4.11 -1.22 0.62  0.09
C12 -4.62 -1.28 -0.61  -0.54
O6 -4.82 -2.35 -1.16  0.16
O7 -4.85 -0.07 -1.07  0.14
H25 -4.90 2.89 -0.71  0.09
H26 -5.21 2.49 0.90  0.08
H27 -6.36 1.87 -0.32  0.10
H28 -3.36 1.06 -0.54  0.14
H29 -5.20 0.39 1.58  0.14
H30 -3.44 0.38 1.86  0.06
C13 2.74 4.05 -1.40  -0.10
C14 3.92 4.37 -0.47  -0.26
C15 5.35 3.89 -0.91  -0.10
O8 6.29 4.92 -0.74  0.11
C16 5.49 6.00 -0.54  -0.48
O9 6.03 7.07 -0.29  0.15
O10 4.15 5.72 -0.71  0.08
H31 2.59 4.72 -2.24  0.15
H32 1.79 4.27 -0.92  0.12
H33 2.69 3.00 -1.69  0.00
H34 3.64 4.22 0.57  0.14
H35 5.26 3.59 -1.95  0.12
H36 5.62 3.05 -0.27  0.11
C17 5.61 0.60 -1.13  -0.12
C18 4.62 1.27 -2.08  -0.15
O11 3.46 1.43 -1.29  -0.33
S1 3.70 1.44 0.37  0.88
O12 3.21 0.15 0.87  -0.34
O13 3.23 2.63 1.01  -0.19
O14 5.38 1.31 0.07  -0.20
H37 6.65 0.66 -1.46  0.16
H38 5.23 -0.42 -1.09  0.13
H39 4.44 0.81 -3.05  0.16
H40 4.88 2.31 -2.28  0.09
C19 -3.28 -1.36 -3.05  -0.15
C20 -2.16 -2.13 -3.51  -0.17
O15 -1.86 -1.65 -4.84  -0.18
S2 -1.74 -0.01 -4.77  0.83
O16 -2.10 0.63 -6.05  -0.18
O17 -0.54 0.35 -4.02  -0.32
O18 -3.11 -0.13 -3.82  -0.17
H41 -3.47 -1.19 -1.99  0.08
H42 -4.25 -1.79 -3.29  0.16
H43 -2.26 -3.20 -3.29  0.18
H44 -1.29 -1.77 -2.97  0.06
C21 3.30 -0.28 3.57  -0.16
C22 3.74 1.09 3.07  -0.19
O19 2.58 1.89 3.09  -0.16
S3 1.26 0.98 2.67  0.85
O20 1.18 1.01 1.25  -0.26
O21 0.21 1.58 3.44  -0.19
O22 1.95 -0.35 3.31  -0.14
H45 3.24 -0.40 4.65  0.15
H46 3.99 -1.05 3.24  0.15
H47 4.14 1.04 2.06  0.04
H48 4.49 1.62 3.66  0.16
C23 -1.92 1.29 3.01  -0.22
C24 -1.90 0.77 4.49  -0.18
O23 -3.17 0.77 5.00  -0.14
S4 -4.26 0.78 3.77  0.82
O24 -5.42 1.52 4.24  -0.19
O25 -4.43 -0.58 3.15  -0.24
O26 -3.24 1.71 2.86  -0.21
H49 -1.64 0.48 2.34  0.07
H50 -1.37 2.22 2.87  0.15
H51 -1.39 1.41 5.21  0.14
H52 -1.36 -0.17 4.62  0.14

## Properties
Relative energy (zero: lowest compared OMol25 entry of this formula, charge and spin) = 1051.7 kcal per mole
Kohn-Sham gap = 0.157 Eh
Calculated total energy = -5256.07484 a.u.
Molecular weight = 1040.93 g mol⁻¹
Net charge = +1
HOMO = -8.40 eV